Entry 1:
Here is a structure of composition C18H24N2O4Zn in a non-equilibrium geometry from the OMol25 dataset. Energies are from ωB97M-V with the def2-TZVPD basis set.

Output
Gap between HOMO and LUMO (alpha / beta) = 0.1257 / 0.1555 hartree
Net charge = +2
Total energy = -78625.1470 eV
Lowest unoccupied orbital energy (alpha / beta) = -7.63 / -7.62 eV
Energy above the lowest of the compared OMol25 structures with the same formula, charge and spin = 0.0 kcal per mole

Last column: natural (NBO) charge in e.
Atoms and positions in Å:
C -5.422 3.278 -3.751  -0.34
C -4.773 4.041 -4.673  -0.01
H -5.725 3.687 -2.779  0.19
H -5.890 2.312 -3.974  0.19
C -3.421 3.987 -5.143  -0.04
C -2.284 3.435 -4.603  -0.42
H -2.098 3.357 -3.527  0.18
H -1.486 3.099 -5.293  0.19
C -5.800 4.967 -5.370  -0.64
H -6.731 4.862 -4.783  0.23
H -5.996 4.615 -6.399  0.24
H -5.487 6.025 -5.375  0.23
C -3.241 4.678 -6.523  -0.64
H -3.416 5.764 -6.394  0.23
H -3.972 4.286 -7.266  0.21
H -2.220 4.547 -6.907  0.22
Zn 0.470 -0.392 -0.251  1.72
O -1.021 0.399 -1.239  -0.76
C -1.842 -0.385 -1.814  0.72
O 0.618 -1.883 -1.597  -0.75
C -0.137 -1.944 -2.600  0.95
O 0.168 -2.663 -3.657  -0.40
N -1.356 -1.309 -2.756  -0.48
C -0.917 -2.561 -4.656  -0.08
C -1.834 -1.492 -4.132  -0.25
H -1.404 -3.545 -4.686  0.23
H -0.444 -2.309 -5.616  0.25
H -2.882 -1.768 -4.144  0.25
H -1.683 -0.556 -4.679  0.24
C -3.171 -0.325 -1.362  -0.37
C -3.453 0.341 -0.214  -0.12
H -3.854 -1.029 -1.863  0.25
H -2.749 1.087 0.193  0.23
H -4.320 0.075 0.410  0.24
O -0.267 -0.918 1.626  -0.82
C 0.624 -0.615 2.727  -0.11
C 1.677 0.333 2.231  0.20
C 2.625 0.904 3.071  -0.21
C 3.549 1.806 2.562  -0.09
C 3.457 2.151 1.219  -0.22
C 2.508 1.551 0.411  0.07
N 1.678 0.605 0.911  -0.68
H -0.954 -1.546 1.894  0.53
H 0.055 -0.161 3.547  0.23
H 1.099 -1.537 3.083  0.23
H 2.602 0.598 4.107  0.25
H 4.322 2.231 3.199  0.26
H 4.125 2.878 0.775  0.26
H 2.382 1.797 -0.647  0.23

Entry 2:
Here is a cluster of 2 separate species, C5H7NS2 in total in a non-equilibrium geometry from the OMol25 dataset. Energies are from ωB97M-V with the def2-TZVPD basis set.

Output
Gap between HOMO and LUMO = 0.2957 hartree
Net charge = 0
Total energy = -28456.6721 eV
Lowest unoccupied orbital energy = -0.09 eV
Energy above the lowest of the compared OMol25 structures with the same formula, charge and spin = 50.6 kcal per mole

Last column: natural (NBO) charge in e.
Atoms and positions in Å:
C 0.273 0.206 -0.573  -0.19
C -0.462 -0.725 -1.089  0.37
C -1.523 -0.798 2.210  -0.37
C -0.001 1.644 -0.480  -0.62
C 1.673 -0.181 0.042  -0.61
N -0.949 -1.440 -1.920  -0.62
S -2.863 -0.069 1.897  0.16
S -0.297 -1.655 2.556  0.21
H 0.356 2.240 0.372  0.22
H -1.069 1.791 -0.706  0.23
H 0.656 1.982 -1.275  0.22
H 2.401 -0.426 -0.629  0.21
H 1.609 -1.194 0.474  0.22
H 1.890 0.698 0.729  0.22
H -1.694 -2.075 -1.608  0.36

Entry 3:
Here is a structure of composition C33H41BaN13O3PS4 in a non-equilibrium geometry from the OMol25 dataset. Energies are from ωB97M-V with the def2-TZVPD basis set.

Output
Gap between HOMO and LUMO = 0.2614 hartree
Net charge = +1
Total energy = -113720.3560 eV
Lowest unoccupied orbital energy = -2.39 eV
Energy above the lowest of the compared OMol25 structures with the same formula, charge and spin = 0.0 kcal per mole

Last column: Mulliken charge in e.
Atoms and positions in Å:
Ba 0.687 0.638 0.413  0.93
C 3.534 5.339 2.763  -0.86
N 2.837 4.669 1.676  0.29
C 1.925 5.250 0.844  -0.38
C 1.495 4.267 -0.002  -0.76
N 2.122 3.096 0.307  -0.13
C 2.927 3.357 1.322  0.28
P 4.127 2.235 2.110  -0.56
C 4.446 1.024 0.790  -0.20
N 3.584 0.200 0.213  0.84
C 4.291 -0.503 -0.718  -0.53
C 5.596 -0.102 -0.705  -1.01
N 5.689 0.867 0.251  0.19
C 6.924 1.556 0.598  -0.94
C 3.120 1.255 3.268  -0.26
N 2.057 0.509 3.006  0.88
C 1.635 0.002 4.202  -0.59
C 2.456 0.440 5.200  -1.03
N 3.394 1.236 4.605  0.22
C 4.469 1.902 5.327  -0.99
H 3.267 6.391 2.742  0.31
H 4.611 5.241 2.640  0.33
H 3.233 4.923 3.724  0.31
H 1.661 6.290 0.934  0.42
H 0.769 4.337 -0.796  0.44
H 3.829 -1.230 -1.364  0.41
H 6.449 -0.410 -1.285  0.49
H 7.343 2.019 -0.292  0.36
H 7.637 0.848 1.017  0.34
H 6.711 2.325 1.334  0.29
H 0.742 -0.596 4.274  0.49
H 2.450 0.274 6.263  0.49
H 4.047 2.500 6.132  0.37
H 5.013 2.547 4.645  0.33
H 5.152 1.161 5.739  0.34
N 2.487 -2.510 1.755  -0.74
N 1.345 -3.210 2.142  -0.02
C 0.117 -3.025 1.625  0.44
N -0.871 -3.769 2.120  -0.32
N 0.061 -2.075 0.677  -0.28
N -1.142 -1.837 0.071  1.40
O -1.151 -0.771 -0.547  -1.12
O -2.096 -2.590 0.093  -0.81
H 2.407 -1.528 2.003  0.27
H 2.623 -2.597 0.755  0.33
H 1.492 -3.937 2.821  0.15
H -0.714 -4.307 2.955  0.20
H -1.804 -3.645 1.766  0.20
S 0.107 1.758 -2.660  -0.11
C -0.850 0.451 -3.031  -0.21
N -2.172 0.456 -2.995  0.16
C -2.931 -0.668 -3.541  -0.32
C -2.179 -1.197 -4.737  -0.99
N -0.848 -1.610 -4.295  0.21
C -0.381 -2.918 -4.766  -1.47
C -1.246 -4.029 -4.223  0.51
C -1.860 -4.931 -5.080  -0.36
C -2.675 -5.938 -4.576  -0.60
C -2.887 -6.037 -3.211  -0.54
C -2.279 -5.133 -2.348  -0.60
C -1.459 -4.137 -2.850  0.32
C -0.206 -0.904 -3.369  0.31
S 1.129 -1.413 -2.529  -0.14
C -2.936 1.611 -2.488  -1.05
C -4.083 1.187 -1.613  0.25
C -3.835 0.675 -0.341  0.90
C -4.887 0.293 0.475  -0.86
C -6.197 0.426 0.030  -0.54
C -6.452 0.944 -1.230  -0.71
C -5.396 1.323 -2.048  -0.37
H -3.913 -0.301 -3.831  0.60
H -3.068 -1.441 -2.781  0.11
H -2.102 -0.441 -5.523  0.30
H -2.680 -2.075 -5.141  0.50
H 0.655 -3.019 -4.451  0.47
H -0.415 -2.908 -5.857  0.39
H -1.701 -4.849 -6.149  0.37
H -3.148 -6.637 -5.253  0.39
H -3.528 -6.815 -2.818  0.39
H -2.448 -5.207 -1.281  0.43
H -0.978 -3.433 -2.181  0.19
H -3.283 2.193 -3.346  0.39
H -2.232 2.229 -1.936  0.46
H -2.817 0.578 0.020  -0.03
H -4.680 -0.097 1.463  0.45
H -7.019 0.132 0.671  0.42
H -7.470 1.060 -1.577  0.39
H -5.596 1.739 -3.030  0.44
C -3.458 3.398 3.507  -0.76
O -3.068 2.020 3.456  -0.20
C -2.006 1.649 2.750  0.28
S -1.733 -0.031 2.785  -0.26
S -1.080 2.819 1.930  -0.22
H -4.358 3.407 4.114  0.26
H -3.657 3.771 2.504  0.32
H -2.673 3.995 3.966  0.31

Entry 4:
Here is a cluster of 2 separate species, C4H11N3O2 in total in a non-equilibrium geometry from the OMol25 dataset. Energies are from ωB97M-V with the def2-TZVPD basis set.

Output
Gap between HOMO and LUMO = 0.3514 hartree
Net charge = 0
Total energy = -12889.3077 eV
Lowest unoccupied orbital energy = 0.67 eV
SMILES = [H]/N=C(/N)NC.CC(=O)O
Energy above the lowest of the compared OMol25 structures with the same formula, charge and spin = 81.2 kcal per mole

Last column: natural (NBO) charge in e.
Atoms and positions in Å:
C 2.085 -2.958 -1.766  -0.40
C 1.509 -1.137 -0.245  0.59
N 1.596 -0.081 -1.069  -0.82
N 1.528 -2.482 -0.521  -0.62
N 0.865 -1.004 1.061  -0.86
H 1.890 0.003 -2.070  0.38
H -2.047 0.022 0.791  0.49
H 0.801 -3.087 -0.201  0.40
H 0.585 -0.090 1.345  0.38
H 1.451 -1.205 1.854  0.37
H 2.844 -2.436 -2.050  0.20
H 1.225 -3.242 -2.451  0.19
H 2.486 -3.930 -1.578  0.19
C -1.179 2.620 -0.206  -0.79
C -1.944 2.080 0.870  0.80
O -2.323 0.780 0.352  -0.77
O -2.344 2.548 1.890  -0.51
H -0.252 3.215 0.085  0.25
H -1.803 3.326 -0.837  0.26
H -0.588 2.139 -1.036  0.27

Entry 5:
Here is the molecule C3H2N2O2S in a non-equilibrium geometry from the OMol25 dataset. Energies are from ωB97M-V with the def2-TZVPD basis set.

Output
Gap between HOMO and LUMO = 0.3066 hartree
Net charge = 0
Total energy = -21048.0417 eV
Lowest unoccupied orbital energy = -0.73 eV
SMILES = N#CC(=O)ONC=S
Energy above the lowest of the compared OMol25 structures with the same formula, charge and spin = 154.3 kcal per mole

Last column: natural (NBO) charge in e.
Atoms and positions in Å:
C 1.258 -1.280 -0.750  -0.09
C -0.890 0.362 0.221  0.72
C -1.707 1.719 0.492  0.16
H 1.804 -2.008 -1.511  0.22
H 0.079 -1.370 -2.320  0.41
N 0.098 -1.188 -1.136  -0.29
N -2.595 2.537 0.813  -0.23
O -0.647 0.047 -1.148  -0.34
O -0.776 -0.463 1.146  -0.47
S 2.189 -0.471 0.396  -0.10

Entry 6:
Here is a structure of composition C22H38O3P2PtS in a non-equilibrium geometry from the OMol25 dataset. Energies are from ωB97M-V with the def2-TZVPD basis set.

Output
Gap between HOMO and LUMO (alpha / beta) = 0.2287 / 0.2173 hartree
Net charge = +2
Total energy = -62211.0052 eV
2S+1 = 5
Lowest unoccupied orbital energy (alpha / beta) = -4.43 / -8.32 eV
⟨S²⟩ = 6.010

Last column: natural (NBO) charge in e.
Atoms and positions in Å:
P 0.611 -3.547 -1.662  1.50
P 0.050 3.537 1.048  1.90
C 0.041 1.568 -1.151  -0.57
C 0.688 2.834 -0.554  -0.78
H 0.382 0.695 -0.576  0.22
H -1.058 1.606 -1.075  0.20
H 1.748 2.599 -0.369  0.26
H 0.640 3.645 -1.295  0.27
C -1.628 4.067 0.733  -1.02
H -2.228 4.037 1.650  0.30
H -2.097 3.427 -0.025  0.28
H -1.600 5.095 0.350  0.28
C 1.082 4.765 1.801  -1.01
H 1.377 5.518 1.057  0.29
H 1.987 4.306 2.227  0.30
H 0.532 5.273 2.607  0.29
C -0.138 -5.133 -2.028  -0.98
H -0.459 -5.582 -1.075  0.28
H 0.598 -5.787 -2.516  0.28
H -1.010 -4.997 -2.683  0.28
C 2.399 -3.669 -1.491  -0.97
H 2.845 -2.671 -1.361  0.27
H 2.842 -4.150 -2.374  0.27
H 2.626 -4.279 -0.604  0.27
Pt 0.298 0.870 -3.179  1.01
C 0.780 0.309 -5.034  -0.35
C -0.633 0.716 -4.945  -0.48
C -1.767 -0.305 -4.883  -0.45
C -1.952 -0.854 -3.451  -0.42
C -0.610 -0.865 -2.652  -0.59
C 0.230 -2.089 -3.018  -0.40
C 1.473 -1.852 -3.849  -0.43
C 1.182 -1.155 -5.196  -0.44
C -0.010 -2.937 -0.091  -0.98
H 1.422 1.012 -5.590  0.25
H -0.869 1.663 -5.454  0.26
H -1.608 -1.104 -5.625  0.22
H -2.694 0.208 -5.184  0.25
H -2.667 -0.226 -2.901  0.22
H -2.382 -1.862 -3.478  0.21
H -0.849 -0.853 -1.578  0.23
H -0.426 -2.780 -3.577  0.21
H 1.956 -2.817 -4.067  0.22
H 2.199 -1.246 -3.289  0.22
H 2.109 -1.170 -5.787  0.25
H 0.430 -1.709 -5.780  0.23
H 0.534 -2.045 0.248  0.28
H 0.123 -3.744 0.644  0.26
H -1.076 -2.688 -0.161  0.27
C 0.391 0.507 8.271  -0.65
C 0.028 0.633 6.819  0.05
C -0.197 -0.509 6.039  -0.21
C -0.547 -0.391 4.693  -0.15
C -0.654 0.880 4.117  -0.41
C -0.481 2.027 4.894  -0.11
C -0.116 1.895 6.233  -0.21
S -1.048 1.049 2.400  2.36
O -0.580 -0.089 1.645  -0.90
O -2.366 1.596 2.192  -0.88
O 0.049 2.324 2.110  -1.01
H -0.467 0.154 8.859  0.25
H 1.210 -0.208 8.425  0.24
H 0.700 1.476 8.673  0.23
H -0.081 -1.495 6.489  0.24
H -0.724 -1.280 4.084  0.24
H -0.611 3.017 4.469  0.21
H 0.070 2.783 6.831  0.23

Entry 7:
Here is a cluster of 2 separate species, H2N2O2S in total in a non-equilibrium geometry from the OMol25 dataset. Energies are from ωB97M-V with the def2-TZVPD basis set.

Output
Gap between HOMO and LUMO (alpha / beta) = 0.3156 / 0.3156 hartree
Net charge = 0
Total energy = -17937.0752 eV
Lowest unoccupied orbital energy (alpha / beta) = -1.06 / -1.06 eV
Energy above the lowest of the compared OMol25 structures with the same formula, charge and spin = 80.7 kcal per mole

Last column: natural (NBO) charge in e.
Atoms and positions in Å:
N 0.118 -0.300 -0.569  -0.56
N 0.516 0.154 0.652  -0.10
O -0.844 -1.942 -1.985  -0.85
O 0.476 1.670 0.736  -0.59
S -0.968 -1.356 -0.666  1.38
H -0.564 -0.281 1.519  0.24
H 1.267 2.055 0.313  0.48

Entry 8:
Here is the molecule C4H5FN2 in a non-equilibrium geometry from the OMol25 dataset. Energies are from ωB97M-V with the def2-TZVPD basis set.

Output
Gap between HOMO and LUMO = 0.3649 hartree
Net charge = 0
Total energy = -9923.1131 eV
Lowest unoccupied orbital energy = -0.07 eV
SMILES = F[C@@H]1C=NN=CC1
Energy above the lowest of the compared OMol25 structures with the same formula, charge and spin = 85.1 kcal per mole

Last column: natural (NBO) charge in e.
Atoms and positions in Å:
C 0.956 -0.297 0.264  0.10
C 0.339 1.087 -0.093  -0.49
C -1.336 0.798 -0.131  0.09
C 0.139 -1.418 -0.106  0.06
H 0.914 -0.293 1.328  0.20
H 0.568 1.932 0.604  0.24
H 0.533 1.272 -1.207  0.24
H -1.927 1.678 -0.035  0.19
H 0.799 -2.364 -0.232  0.21
N -1.990 -0.323 -0.076  -0.28
N -1.216 -1.680 -0.079  -0.23
F 2.219 -0.392 -0.238  -0.34